1.
This record from the OMol25 dataset describes the molecule C3H6N2S4 in a non-equilibrium geometry. The level of theory is ωB97M-V with the def2-TZVPD basis set.

Geometry as XYZ:
```
15
Properties=species:S:1:pos:R:3:nbo_charge:R:1
S 2.298 0.805 1.445 -0.23
S -1.862 2.522 -0.107 -0.03
S 2.659 0.214 -1.786 0.16
S 3.840 0.302 0.395 0.09
N 0.400 1.394 -1.121 -0.23
N 1.195 0.270 -1.125 -0.38
C -0.609 -0.098 0.399 -0.52
C -0.608 1.148 -0.350 0.15
C 0.518 -0.865 -0.407 -0.24
H 4.218 1.411 -0.247 0.11
H 1.290 -1.352 0.187 0.24
H 0.020 -1.561 -1.091 0.22
H -1.700 -0.550 0.356 0.25
H -0.193 0.099 1.373 0.25
H -2.255 2.463 -1.435 0.16
```

Summary:
ΔE to the lowest compared entry with this formula, charge and spin = 40.8 kJ/mol
F_max = 3.60 eV Å⁻¹
Spin multiplicity = 3
Frontier orbital gap (spin up / spin down) = 6.888 / 6.098 eV

2.
This record from the OMol25 dataset describes the molecule C17H15N5O in a non-equilibrium geometry. The level of theory is ωB97M-V with the def2-TZVPD basis set.

Geometry as XYZ:
```
38
Properties=species:S:1:pos:R:3:nbo_charge:R:1
O 1.888 -2.003 2.355 -0.28
N 2.737 -2.290 0.282 -0.51
N -0.251 1.212 0.689 -0.18
N 3.913 -4.720 -0.650 -0.82
N 0.334 0.231 1.477 -0.16
N 2.766 -3.113 2.391 -0.14
C -2.601 1.960 0.878 -0.06
C 0.290 1.233 -0.570 0.11
C 1.886 0.011 -1.845 -0.18
C 1.171 0.202 -0.663 -0.05
C -5.300 1.487 0.401 -0.21
C -3.126 0.675 1.072 -0.20
C 4.185 -4.284 0.748 -0.26
C 3.233 -3.206 1.195 0.29
C 1.104 -0.451 0.653 0.05
C 1.935 -1.588 1.044 0.52
C -1.155 2.262 1.174 -0.24
C 1.684 0.866 -2.932 -0.24
C 0.814 1.962 -2.807 -0.18
C -4.482 0.448 0.892 -0.20
C -4.787 2.754 0.200 -0.23
C 0.108 2.144 -1.596 -0.24
C -3.444 2.960 0.440 -0.16
H -0.913 3.259 0.812 0.22
H -4.926 -0.546 1.067 0.22
H -2.471 -0.112 1.443 0.22
H -0.631 2.944 -1.534 0.22
H -5.407 3.584 -0.159 0.22
H 2.979 -5.089 -0.781 0.36
H 4.158 -5.093 1.458 0.22
H 2.672 -0.747 -1.929 0.24
H 0.668 2.654 -3.631 0.22
H -3.043 3.928 0.228 0.19
H 2.213 0.699 -3.846 0.22
H 4.007 -3.906 -1.258 0.37
H -1.070 2.266 2.257 0.24
H -6.343 1.262 0.262 0.21
H 5.205 -3.854 0.784 0.21
```

Summary:
Structure (SMILES) = NCc1noc(-c2nn(Cc3ccccc3)c3ccccc23)n1
ΔE to the lowest compared entry with this formula, charge and spin = 130.6 kJ/mol
F_max = 2.15 eV Å⁻¹
Frontier orbital gap = 8.536 eV

3.
This record from the OMol25 dataset describes the molecule C5H11N in a non-equilibrium geometry. The level of theory is ωB97M-V with the def2-TZVPD basis set.

Geometry as XYZ:
```
17
Properties=species:S:1:pos:R:3:nbo_charge:R:1
N 0.889 -1.137 -0.295 -0.65
C -1.412 -0.525 0.371 -0.24
C -0.475 -0.914 -0.514 -0.01
C 1.772 -0.006 -0.654 -0.20
C -2.721 0.176 0.016 -0.64
C 1.881 0.936 0.574 -0.64
H 1.195 -1.472 0.600 0.36
H 1.369 0.501 -1.530 0.20
H -2.856 0.940 0.775 0.22
H -3.537 -0.552 0.029 0.21
H 2.288 1.922 0.311 0.21
H 0.855 1.011 0.962 0.22
H 2.762 -0.421 -0.834 0.19
H -0.722 -0.826 -1.573 0.17
H 2.569 0.585 1.338 0.20
H -2.626 0.614 -0.975 0.21
H -1.230 -0.833 1.398 0.19
```

Summary:
Structure (SMILES) = C/C=C/NCC
ΔE to the lowest compared entry with this formula, charge and spin = 128.6 kJ/mol
F_max = 1.77 eV Å⁻¹
Frontier orbital gap = 9.185 eV

4.
This record from the OMol25 dataset describes the ion C7H7N2O with charge +1 in a non-equilibrium geometry. The level of theory is ωB97M-V with the def2-TZVPD basis set.

Geometry as XYZ:
```
17
Properties=species:S:1:pos:R:3:nbo_charge:R:1
O -1.527 -0.122 -1.182 -0.59
N 0.714 1.515 -1.862 -0.76
N 0.469 -0.164 1.716 -0.25
C -0.085 -0.073 0.601 0.13
C -1.318 -2.165 -0.067 -0.71
C 0.788 1.423 -0.557 0.23
C 1.529 1.862 0.438 -0.10
C -1.040 -0.730 -0.137 0.50
C 1.855 1.570 1.643 0.13
C 1.310 0.529 2.446 -0.01
H -1.520 0.823 -1.156 0.52
H -0.754 -2.747 -0.694 0.28
H 0.407 0.828 -2.510 0.43
H -2.300 -2.419 -0.455 0.27
H -1.326 -2.664 0.826 0.27
H 1.214 2.316 -2.456 0.44
H 1.583 0.219 3.405 0.24
```

Summary:
ΔE to the lowest compared entry with this formula, charge and spin = 571.7 kJ/mol
F_max = 4.47 eV Å⁻¹
Total charge = +1
Frontier orbital gap (spin up / spin down) = 7.323 / 7.321 eV